{
  "formula": "C33H32InN7O2S3",
  "method": "wB97M-V/def2-TZVPD",
  "species": ["In", "C", "C", "C", "C", "C", "C", "N", "C", "C", "C", "C", "C", "N", "C", "C", "C", "C", "C", "C", "N", "H", "H", "H", "H", "H", "H", "H", "H", "H", "H", "H", "H", "H", "H", "H", "O", "C", "C", "C", "C", "C", "C", "C", "O", "N", "N", "C", "S", "C", "C", "S", "H", "H", "H", "H", "H", "H", "H", "H", "H", "C", "C", "C", "C", "N", "C", "S", "N", "C", "H", "H", "H", "H", "H", "H", "H", "H"],
  "xyz": [[-0.173, 0.618, 0.468], [-2.284, -0.902, 3.206], [-0.951, -1.534, 2.950], [-0.717, -2.872, 3.270], [0.564, -3.379, 3.195], [1.609, -2.525, 2.859], [1.300, -1.232, 2.487], [0.038, -0.768, 2.471], [2.331, -0.243, 2.097], [3.620, -0.229, 2.609], [4.469, 0.793, 2.216], [4.054, 1.720, 1.271], [2.770, 1.612, 0.754], [1.941, 0.680, 1.222], [2.282, 2.349, -0.440], [3.092, 3.224, -1.138], [2.689, 3.650, -2.398], [1.492, 3.199, -2.910], [0.677, 2.377, -2.131], [-0.651, 1.930, -2.655], [1.079, 1.980, -0.923], [-2.769, -1.400, 4.044], [-2.951, -0.981, 2.346], [-2.144, 0.151, 3.440], [-1.544, -3.496, 3.581], [0.758, -4.418, 3.424], [2.632, -2.873, 2.870], [3.944, -0.974, 3.322], [5.467, 0.857, 2.628], [4.736, 2.490, 0.945], [4.033, 3.557, -0.726], [3.321, 4.303, -2.984], [1.172, 3.472, -3.906], [-0.534, 1.511, -3.654], [-1.314, 2.790, -2.722], [-1.124, 1.189, -2.012], [-4.471, -0.644, 0.606], [-4.225, -1.981, 0.544], [-5.261, -2.838, 0.904], [-5.080, -4.206, 0.867], [-3.857, -4.744, 0.471], [-2.825, -3.905, 0.118], [-2.978, -2.512, 0.158], [-1.833, -1.640, -0.145], [-2.005, -0.335, -0.108], [-0.682, -2.192, -0.409], [0.323, -1.283, -0.651], [1.398, -1.810, -1.134], [1.468, -3.522, -1.444], [3.248, -3.517, -1.841], [3.566, -2.222, -2.548], [2.806, -0.879, -1.576], [-3.662, -0.201, 0.286], [-6.206, -2.402, 1.202], [-5.903, -4.857, 1.128], [-3.718, -5.816, 0.439], [-1.872, -4.298, -0.207], [3.445, -4.384, -2.468], [3.802, -3.605, -0.908], [3.147, -2.186, -3.552], [4.637, -2.031, -2.592], [-6.369, 2.858, 2.207], [-5.220, 2.912, 1.268], [-5.322, 3.181, -0.073], [-4.172, 3.111, -0.866], [-2.976, 2.800, -0.347], [-2.874, 2.617, 0.954], [-1.386, 2.382, 1.788], [-3.985, 2.643, 1.744], [-4.240, 3.407, -2.323], [-7.209, 3.432, 1.826], [-6.099, 3.229, 3.196], [-6.695, 1.819, 2.308], [-6.279, 3.436, -0.504], [-3.861, 2.467, 2.734], [-5.262, 3.603, -2.635], [-3.839, 2.574, -2.902], [-3.630, 4.285, -2.544]],
  "forces_ev_per_a": [[0.0316, 0.0211, -0.0065], [-0.0634, -0.0555, -0.1979], [0.0360, -0.0943, 0.0537], [0.0555, -0.0014, 0.0213], [-0.0992, 0.0650, -0.0146], [0.1089, 0.0462, -0.0061], [-0.1806, -0.2140, 0.1328], [0.0078, 0.0496, -0.1423], [0.2070, 0.0184, 0.0733], [-0.0077, 0.0302, -0.0004], [-0.0537, -0.0237, -0.0504], [-0.0437, 0.0219, 0.0288], [0.1649, -0.0864, 0.1583], [-0.2149, 0.0319, -0.1144], [0.1233, 0.2082, -0.3052], [-0.0600, -0.0374, 0.1393], [-0.0857, -0.0012, -0.0503], [-0.0104, -0.0088, 0.0629], [0.0819, 0.1591, -0.1239], [0.0786, 0.0220, 0.0730], [-0.2130, -0.2658, 0.1280], [-0.0032, -0.0011, 0.0035], [0.0939, 0.0317, 0.1199], [-0.0160, 0.0220, 0.0349], [0.0009, 0.0273, 0.0405], [0.0123, 0.0081, 0.0328], [-0.0030, 0.0165, -0.0547], [-0.0396, 0.0060, 0.0169], [0.0001, -0.0005, 0.0028], [-0.0234, -0.0012, -0.0565], [0.0356, -0.0510, -0.0411], [0.0094, 0.0248, 0.0372], [-0.0109, 0.0316, 0.0155], [-0.0132, -0.0321, 0.0122], [-0.0632, -0.0011, -0.0054], [-0.0413, -0.0360, -0.0493], [-0.1036, 0.0446, 0.0038], [0.1518, -0.1615, -0.1287], [-0.0383, 0.0739, 0.0040], [0.0143, 0.0678, -0.0524], [0.0192, -0.1194, 0.0043], [-0.0016, 0.1304, -0.0099], [-0.2916, 0.0947, 0.1086], [0.3515, -0.1684, -0.2923], [0.1422, 0.2687, 0.1807], [-0.3763, -0.4474, 0.1215], [0.2592, 0.5875, 0.0998], [-0.2501, -0.2648, -0.1156], [0.1523, 0.0012, -0.0428], [-0.2546, -0.0051, 0.1004], [-0.0464, 0.1512, 0.0303], [0.1056, 0.0100, 0.0886], [0.0583, 0.0009, -0.0281], [-0.0049, -0.0154, -0.0191], [0.0242, -0.0163, 0.0416], [-0.0205, 0.0064, -0.0311], [0.0102, -0.0375, 0.0460], [0.0275, 0.0086, -0.0157], [0.0769, -0.0414, -0.0446], [0.0180, -0.0583, -0.0138], [-0.0030, 0.0297, 0.0072], [-0.0423, -0.0595, 0.1251], [-0.0417, 0.0233, -0.1605], [0.1044, 0.0045, -0.0321], [-0.1656, -0.0610, 0.2167], [0.0789, 0.1341, -0.0387], [-0.1612, -0.1910, -0.0964], [0.3512, 0.0659, 0.1229], [-0.0415, 0.1100, -0.1040], [0.0024, -0.0082, -0.0609], [0.0259, 0.0293, -0.0135], [-0.0123, 0.0088, -0.0049], [0.0290, 0.0044, 0.0150], [-0.0093, -0.0328, 0.0081], [0.0274, -0.0473, 0.0105], [0.0170, -0.0060, -0.0513], [0.0058, -0.0383, 0.0302], [0.0102, -0.0057, 0.0226]],
  "lowdin_charge": [0.688, 0.002, -0.276, 0.019, 0.001, 0.017, -0.211, 0.105, -0.185, 0.038, 0.010, 0.033, -0.203, 0.071, -0.209, 0.024, 0.002, 0.017, -0.276, -0.005, 0.077, 0.103, 0.063, 0.053, 0.133, 0.128, 0.125, 0.130, 0.131, 0.121, 0.120, 0.130, 0.133, 0.107, 0.081, 0.049, 0.032, -0.270, -0.001, -0.052, -0.069, -0.017, -0.090, -0.409, -0.163, 0.035, -0.142, -0.884, 0.998, -0.491, -0.478, 0.978, 0.055, 0.123, 0.115, 0.110, 0.112, 0.091, 0.081, 0.087, 0.090, 0.022, -0.225, 0.064, -0.252, 0.139, -0.722, 0.752, 0.136, 0.000, 0.102, 0.101, 0.112, 0.138, 0.157, 0.091, 0.095, 0.104],
  "de_lowest_ev": 0.0000,
  "charge": 2,
  "fmax_ev_per_a": 0.65,
  "energy_ev": -86937.1365,
  "lumo_ev": -5.658,
  "orbital_gap_ev": 6.86
}